Record 1
The following is a quantum chemistry calculation of the molecule C10H11N3S2 in a non-equilibrium geometry, from OMol25.

structure (SMILES): Cc1nn2c(=S)c3c(nc2s1)CCCC3
E_tot: -1348.288765 hartree
ΔE to the lowest compared entry with this formula, charge and spin: 0.0 kcal/mol
Kohn-Sham gap: 7.91 eV
E_LUMO: 0.1 eV
multiplicity: 1
net charge: 0

XYZ file:
```
26
C10H11N3S2 (ωB97M-V/def2-TZVPD)
C -0.75 4.44 2.62
C -0.34 3.27 1.82
N -0.79 2.09 2.11
N -0.38 1.21 1.13
C -0.68 -0.17 1.09
S -1.36 -0.93 2.41
C -0.27 -0.95 -0.09
C 0.56 -0.31 -1.01
N 0.95 1.04 -0.88
C 0.44 1.73 0.13
S 0.74 3.44 0.43
C 1.23 -1.11 -2.10
C 1.07 -2.65 -1.99
C -0.35 -3.01 -1.53
C -0.62 -2.41 -0.17
H -0.15 4.38 3.56
H -1.76 4.49 2.86
H -0.45 5.38 2.11
H 2.30 -0.83 -2.09
H 0.84 -0.76 -3.06
H 1.30 -3.14 -2.93
H 1.81 -2.98 -1.22
H -0.46 -4.09 -1.50
H -1.07 -2.60 -2.26
H -1.69 -2.55 -0.04
H -0.14 -2.98 0.62
```

Listed below, in e, are the Löwdin charges computed for each atom: number 1, C, carries -0.076; number 2, C, carries -0.611; number 3, N, carries 0.109; number 4, N, carries -0.112; number 5, C, carries -0.666; number 6, S, carries 0.645; number 7, C, carries -0.174; number 8, C, carries -0.187; number 9, N, carries 0.098; number 10, C, carries -0.552; number 11, S, carries 1.096; number 12, C, carries -0.134; number 13, C, carries -0.186; number 14, C, carries -0.207; number 15, C, carries -0.213; number 16, H, carries 0.105; number 17, H, carries 0.065; number 18, H, carries 0.083; number 19, H, carries 0.121; number 20, H, carries 0.117; number 21, H, carries 0.103; number 22, H, carries 0.124; number 23, H, carries 0.111; number 24, H, carries 0.124; number 25, H, carries 0.106; number 26, H, carries 0.114


Record 2
The following is a quantum chemistry calculation of the molecule C4H8Si in a non-equilibrium geometry, from OMol25.

E_tot: -446.436966 hartree
ΔE to the lowest compared entry with this formula, charge and spin: 36.0 kcal/mol
Kohn-Sham gap (alpha / beta): 5.47 / 7.13 eV
E_LUMO (alpha / beta): 1.0 / -2.7 eV
multiplicity: 3
net charge: 0

XYZ file:
```
13
C4H8Si (ωB97M-V/def2-TZVPD)
C 1.82 -1.06 0.32
C 1.18 -0.52 1.32
C -0.56 1.03 -1.03
C -1.48 -0.12 -0.52
Si -0.40 0.61 0.89
H 2.82 -1.58 0.49
H 1.37 -1.17 -0.57
H 1.55 -0.59 2.27
H 0.17 0.75 -1.68
H -1.08 2.07 -1.11
H -2.64 0.01 -0.74
H -1.29 -1.18 -0.90
H -1.23 1.24 1.89
```

Listed below, in e, are the Löwdin charges computed for each atom: number 1, C, carries -0.135; number 2, C, carries -0.297; number 3, C, carries -0.224; number 4, C, carries -0.275; number 5, Si, carries 0.652; number 6, H, carries 0.079; number 7, H, carries -0.018; number 8, H, carries -0.008; number 9, H, carries 0.019; number 10, H, carries 0.111; number 11, H, carries 0.106; number 12, H, carries 0.082; number 13, H, carries -0.093